A cluster of 2 separate species, C11H14N2O in total. Source: OMol25; level of theory: the ωB97M-V functional and the def2-TZVPD basis.

Output
**E_LUMO**: 0.63 eV
**Gap between HOMO and LUMO**: 9.0893 eV
**SMILES**: Cc1ccc(O)cc1.Cc1c[nH]cn1
**E**: -16661.8412 eV
**Energy relative to the best compared isomer or geometry (same formula, charge and spin)**: 24.7 kcal per mole

Atoms and positions in Å:
C: -0.1971 -3.6036 -0.4655
C: -0.0049 -1.5895 -1.9823
C: 0.5307 -2.3914 -0.9911
C: 0.6950 -0.4802 -2.4458
C: 1.9771 -0.2325 -1.9946
C: 1.7686 -2.0539 -0.4445
C: 2.5040 -0.9935 -0.9662
O: 2.7565 0.7816 -2.4932
H: -1.0368 -1.7469 -2.2744
H: 0.2544 0.2491 -3.1201
H: -0.9390 -3.3230 0.2861
H: 0.4809 -4.3246 -0.0108
H: 2.1881 -2.5545 0.4126
H: 2.5569 0.9123 -3.4396
H: 3.5099 -0.8439 -0.5979
H: -0.7849 -4.1145 -1.2301
C: -2.8473 2.8058 2.8329
C: -0.4137 0.7474 1.2462
C: -1.7088 2.2448 2.0525
C: -0.7550 2.9067 1.3534
N: -1.5065 0.8847 1.9392
N: 0.0468 1.9326 0.8120
H: 0.0427 -0.1645 0.9157
H: 0.8805 2.1528 0.2963
H: -0.5324 3.9389 1.1561
H: -2.9772 3.8813 2.6921
H: -2.6941 2.6480 3.8976
H: -3.7942 2.3306 2.5633